Density functional theory data (the ωB97M-V functional and the def2-TZVPD basis) for a molecular structure, C30H31Br2IrN3O4P in a non-equilibrium geometry.

Results
Frontier orbital gap (alpha / beta) = 6.9460 / 5.8089 eV
Energy relative to the best compared isomer or geometry (same formula, charge and spin) = 36.86 kcal per mole
Total charge = +1
Spin multiplicity = 2
Expectation value of S² = 0.760
HOMO level (alpha / beta) = -10.7 / -10.7 eV

```
72
C30H31Br2IrN3O4P (the ωB97M-V functional and the def2-TZVPD basis)
Ir -0.08982 -0.06785 0.15211
C 0.21731 -3.55448 2.51618
O -0.37719 -3.10277 3.72247
C -1.04702 -1.92736 3.85256
C -1.52801 -1.69361 5.12914
C -2.20336 -0.52222 5.45803
C -2.36987 0.44348 4.50126
C -1.88793 0.23242 3.20123
C -2.01736 1.29633 2.25987
N -1.48833 1.34611 1.09679
N -1.69529 2.49076 0.37770
C -1.21686 2.40005 -0.80426
O -0.66442 1.29949 -1.25626
C -1.28605 3.57184 -1.70334
C -0.86878 3.44291 -3.02528
C -0.87890 4.54525 -3.86481
C -1.29987 5.77680 -3.38532
C -1.71750 5.90641 -2.06613
C -1.71814 4.80737 -1.22526
C -1.27676 -0.96924 2.83286
O -0.93626 -1.22527 1.56623
H 0.90040 -2.81753 2.09437
H -0.54455 -3.81151 1.78223
H 0.77212 -4.44651 2.79500
H -1.35363 -2.45998 5.87339
H -2.57990 -0.38058 6.46135
H -2.84659 1.38560 4.74292
H -2.58857 2.16983 2.56400
H -0.53776 2.47742 -3.38417
H -0.55309 4.44648 -4.89184
H -1.30555 6.63839 -4.03981
H -2.04195 6.86801 -1.69131
H -2.04190 4.89131 -0.19770
Br 3.98169 -0.03254 -2.75855
C 3.98416 0.22474 -0.89341
C 5.20386 0.39606 -0.20962
C 5.21916 0.57356 1.14405
Br 6.86524 0.85945 2.01618
C 4.01029 0.54760 1.88281
C 3.89687 0.66727 3.28326
C 2.66044 0.61010 3.86767
C 1.52498 0.41983 3.06550
N 1.60024 0.30289 1.75159
C 2.81652 0.37609 1.16170
C 2.78083 0.25615 -0.23211
O 1.60120 0.18213 -0.85908
H 6.12966 0.39002 -0.76701
H 4.78923 0.79574 3.88068
H 2.54138 0.70273 4.93759
H 0.54550 0.36526 3.51303
C -2.95851 -0.47723 -2.60987
C -2.30498 -1.73880 -2.03651
P -0.55919 -1.51108 -1.59406
C 0.26128 -0.97715 -3.11529
C 0.24273 -1.97809 -4.27210
C 0.04431 -3.14848 -1.09269
C -0.38962 -4.36239 -1.91914
H -4.03110 -0.62904 -2.72037
H -2.55403 -0.23302 -3.59225
H -2.80148 0.37867 -1.95690
H -2.35861 -2.55742 -2.75545
H -2.82473 -2.04987 -1.12651
H 1.28072 -0.70996 -2.85389
H -0.23476 -0.04363 -3.38978
H 0.94090 -2.79461 -4.09580
H 0.56035 -1.47000 -5.18165
H -0.74684 -2.39961 -4.45299
H -0.30237 -3.26679 -0.06557
H 1.13556 -3.07481 -1.05200
H -1.47377 -4.45712 -1.95902
H 0.00363 -5.26369 -1.45009
H -0.00938 -4.33033 -2.93650
```